1.
Below is a molecular structure, C30H27BrMoN4O4PS, with properties calculated with ωB97M-V/def2-TZVPD.

Last column: Löwdin spin population.
Geometry (Å):
1 Mo -0.3257 -0.8009 0.0893  1.790
2 Br 1.6536 5.6043 3.2958  0.001
3 C 0.8116 4.1267 2.4842  0.004
4 C -0.4138 3.6731 2.9735  0.002
5 C -1.0467 2.5960 2.3899  0.002
6 C -0.4458 1.9284 1.3183  0.006
7 O -1.0600 0.8949 0.7641  0.058
8 C 0.7875 2.3820 0.8254  0.005
9 C 1.4361 1.7775 -0.3168  0.019
10 N 1.2118 0.6095 -0.8162  0.005
11 C 2.0710 0.2453 -1.9100  0.001
12 C 3.4252 0.4171 -1.8047  -0.001
13 C 4.2885 0.0610 -2.8602  0.000
14 C 3.7802 -0.4531 -4.0128  -0.001
15 C 2.3854 -0.6279 -4.1598  0.001
16 C 1.8149 -1.1247 -5.3542  0.000
17 C 0.4630 -1.2370 -5.4498  0.001
18 C -0.3218 -0.8789 -4.3348  0.002
19 N 0.1637 -0.4382 -3.2014  0.029
20 C 1.5100 -0.2897 -3.1056  0.002
21 C 1.3956 3.5053 1.4048  0.002
22 H -0.8708 4.1781 3.8140  0.000
23 H -2.0019 2.2448 2.7566  0.000
24 H 2.1973 2.3965 -0.7912  0.000
25 H 3.8515 0.8075 -0.8916  0.000
26 H 5.3538 0.1999 -2.7393  0.000
27 H 4.4316 -0.7321 -4.8311  0.000
28 H 2.4640 -1.4033 -6.1750  0.000
29 H -0.0157 -1.6017 -6.3474  0.000
30 H -1.3989 -0.9773 -4.3897  0.000
31 H 2.3331 3.8720 1.0062  0.000
32 C 3.0938 -0.5321 1.4222  0.002
33 C 1.9799 -0.4376 2.4080  0.009
34 C 2.2647 0.0867 3.6957  0.001
35 C 1.3002 0.1068 4.6517  0.005
36 C 0.0364 -0.4734 4.3797  0.001
37 C -0.9839 -0.5857 5.3499  -0.003
38 C -2.1502 -1.2305 5.0442  0.001
39 C -2.3401 -1.7906 3.7679  -0.004
40 C -1.3784 -1.6654 2.7969  0.012
41 S -1.6172 -2.3654 1.1874  -0.065
42 C -0.1731 -0.9844 3.0899  0.002
43 N 0.7753 -0.8768 2.0960  0.005
44 H 3.8458 -1.2113 1.8311  0.000
45 H 3.5781 0.4371 1.2953  0.000
46 H 2.7754 -0.9340 0.4656  0.000
47 H 3.2581 0.4678 3.8882  0.000
48 H 1.4952 0.5257 5.6312  0.000
49 H -0.8189 -0.1712 6.3358  0.000
50 H -2.9294 -1.3329 5.7868  0.000
51 H -3.2530 -2.3303 3.5505  0.000
52 C -3.5240 1.0703 -3.0745  0.001
53 O -2.3786 0.7083 -2.2721  0.002
54 P -2.3353 -0.6393 -1.4521  0.023
55 O -2.5979 -1.7789 -2.5104  0.004
56 C -2.2656 -3.1629 -2.2812  0.003
57 O -3.7254 -0.6927 -0.6743  -0.007
58 C -4.0391 0.1603 0.4353  -0.001
59 H -3.2045 1.8976 -3.6997  0.000
60 H -4.3450 1.3816 -2.4311  0.000
61 H -3.8369 0.2313 -3.6936  0.000
62 H -3.0142 -3.6129 -1.6312  0.000
63 H -1.2687 -3.2539 -1.8507  0.002
64 H -2.2841 -3.6441 -3.2545  0.000
65 H -5.1188 0.1260 0.5496  0.000
66 H -3.7159 1.1840 0.2428  0.000
67 H -3.5535 -0.2136 1.3371  -0.001
68 N 1.5953 -3.1238 -1.2456  0.073
69 C 0.9254 -2.2948 -0.7980  0.006

Atoms 1-6, force components in eV/Å:
Mo 0.0 -0.1 0.4
Br 0.0 0.0 0.0
C 0.0 -0.1 -0.1
C 0.0 0.0 0.0
C 0.1 0.0 -0.1
C 0.0 0.1 0.1

The LUMO energy (alpha / beta) comes out at -4.4804 / -3.9797 eV. Its charge is +1. Its energy above the lowest of the compared OMol25 structures with the same formula, charge and spin is 31.0 kJ/mol. Its orbital gap (alpha / beta) is 6.5 / 7.1 eV. The spin multiplicity is 3.


2.
Below is a molecular structure, C2H5O4S in a non-equilibrium geometry, with properties calculated with ωB97M-V/def2-TZVPD.

Last column: natural (NBO) charge in e.
Geometry (Å):
1 C -1.1565 0.6879 1.3231  -0.908
2 C 1.8505 -0.1017 -0.5451  0.648
3 O -0.8888 -1.6907 -0.8081  -1.002
4 O -1.1512 1.2943 -1.1682  -0.973
5 O 1.5047 1.0979 -0.4022  -0.782
6 O 1.6558 -0.9098 0.3316  -0.733
7 S -0.5183 1.6479 0.1355  1.296
8 H -0.9421 1.1054 2.3980  0.207
9 H -1.3500 -0.3515 1.1912  0.221
10 H 2.3278 -0.3652 -1.5083  0.052
11 H -1.2735 -0.7367 -0.6573  0.483
12 H -0.0585 -1.6778 -0.2902  0.491

Atoms 1-6, force components in eV/Å:
C 1.6 2.6 1.4
C -0.3 1.0 0.0
O -1.0 2.2 0.7
O 0.7 -0.2 0.2
O 0.3 1.9 -1.1
O 0.1 -2.7 1.0

The LUMO energy comes out at 3.6696 eV. Its charge is -1. Its energy above the lowest of the compared OMol25 structures with the same formula, charge and spin is 210.8 kJ/mol. Its orbital gap is 8.2 eV.


3.
Below is 3 unconnected molecules or ions with the total composition C5H16NO2 in a non-equilibrium geometry, with properties calculated with ωB97M-V/def2-TZVPD.

Last column: natural (NBO) charge in e.
Geometry (Å):
1 C -1.4004 -1.3782 0.5447  -0.631
2 C -0.6080 -0.2606 -0.1463  -0.050
3 C -0.3033 -0.7822 -1.5699  -0.486
4 C 0.6544 0.0070 -2.4051  -0.224
5 C 1.8561 -0.5078 -2.6758  -0.365
6 N 0.7691 -0.0719 0.4968  -0.695
7 H -0.9244 -2.3171 0.2769  0.223
8 H -1.4289 -1.1764 1.6133  0.223
9 H -2.4677 -1.3548 0.3182  0.256
10 H -1.1546 0.6662 -0.1684  0.262
11 H -1.2986 -0.8144 -2.0359  0.246
12 H -0.0830 -1.8439 -1.6349  0.228
13 H 0.2657 0.8392 -2.9819  0.230
14 H 2.6903 0.0384 -3.1003  0.225
15 H 2.0886 -1.4981 -2.2994  0.189
16 H 0.7888 -0.3823 1.4691  0.452
17 H 0.9991 0.9207 0.5742  0.453
18 H 1.4805 -0.4253 -0.1489  0.447
19 H -1.4151 3.0262 0.9348  0.477
20 H -2.5649 2.3398 1.4581  0.485
21 O -1.6305 2.1596 1.2903  -0.952
22 H 1.3266 0.1704 3.4698  0.475
23 H 1.0919 1.6490 3.7112  0.505
24 O 1.2679 0.9965 3.0094  -0.973

Atoms 1-6, force components in eV/Å:
C 0.3 1.1 0.7
C 0.4 -1.9 -1.3
C -1.8 0.4 -0.9
C 0.1 -0.8 -0.8
C 0.2 0.4 0.9
N -0.8 1.1 0.0

The LUMO energy comes out at -2.8369 eV. Its charge is +1. Its energy above the lowest of the compared OMol25 structures with the same formula, charge and spin is 123.3 kJ/mol. Its orbital gap is 10.7 eV.


4.
Below is a molecular structure, C14H25ClCrNP in a non-equilibrium geometry, with properties calculated with ωB97M-V/def2-TZVPD.

Last column: Löwdin spin population.
Geometry (Å):
1 C 0.4509 3.4693 -3.7401  0.013
2 C -0.8235 3.1574 -3.2916  -0.003
3 C -1.0185 2.0754 -2.4214  0.011
4 C 0.0562 1.3192 -1.9557  -0.034
5 C 1.3385 1.6592 -2.3959  0.005
6 C 1.5411 2.7361 -3.2747  -0.004
7 C -2.4489 1.7011 -2.1228  0.004
8 C -2.6324 0.2984 -1.5231  0.047
9 N -1.7734 -0.8181 -2.0749  0.040
10 Cr -0.2596 -0.4339 -0.8105  3.440
11 C 2.5339 0.8718 -1.9100  0.014
12 P 1.9721 -0.6832 -1.0928  0.100
13 H -1.7054 3.6988 -3.6418  0.000
14 H 2.5631 2.9756 -3.5811  -0.001
15 H 0.5900 4.2789 -4.4466  0.001
16 H 3.0987 1.4532 -1.1610  0.001
17 H 3.2219 0.6187 -2.7297  0.001
18 H -2.8605 2.4134 -1.3883  0.001
19 H -3.0748 1.8284 -3.0250  0.001
20 H -2.3993 0.3238 -0.4466  0.019
21 C 3.1711 -0.8119 0.2421  0.014
22 C 2.3107 -1.9833 -2.2857  0.033
23 H -3.6767 -0.0140 -1.6684  0.006
24 C -1.3429 -0.6930 -3.4911  0.022
25 C -2.4793 -2.1255 -1.8983  0.023
26 H 0.2536 -1.9748 -0.1642  0.047
27 H -1.9558 -1.3549 -4.1087  0.002
28 H -1.4811 0.3124 -3.8821  0.001
29 H -0.2898 -0.9899 -3.5708  0.008
30 H -2.8552 -2.4431 -2.8785  0.002
31 H -1.7919 -2.8845 -1.5029  0.005
32 H -3.3397 -2.0236 -1.2276  0.001
33 H 3.3734 -2.2365 -2.3165  0.006
34 H 1.7377 -2.8645 -1.9706  0.004
35 H 1.9628 -1.6751 -3.2793  0.001
36 H 4.1885 -0.6694 -0.1427  0.002
37 H 2.9598 -0.0589 0.9995  0.000
38 H 3.0899 -1.8107 0.6861  0.000
39 H -0.6017 -1.9539 -0.0072  0.076
40 Cl 0.2359 0.1369 2.1935  0.041
41 C -0.1061 0.9210 0.6728  0.028
42 H -1.0646 1.4511 0.7187  0.014
43 H 0.6932 1.6441 0.4489  0.009

Atoms 1-6, force components in eV/Å:
C 0.2 0.1 0.2
C -0.1 -0.4 0.2
C 0.2 0.7 -0.6
C -0.3 -0.8 0.0
C 0.1 0.8 -0.4
C 0.0 -0.3 0.2

The LUMO energy (alpha / beta) comes out at 0.4734 / 0.3574 eV. Its charge is 0. Its energy above the lowest of the compared OMol25 structures with the same formula, charge and spin is 10.2 kJ/mol. Its orbital gap (alpha / beta) is 6.0 / 7.8 eV. The spin multiplicity is 5.


5.
Below is 3 unconnected molecules or ions with the total composition C18H39NO10S in a non-equilibrium geometry, with properties calculated with ωB97M-V/def2-TZVPD.

Last column: natural (NBO) charge in e.
Geometry (Å):
1 C 1.4510 -2.5017 3.0072  -0.612
2 C 1.0711 -1.0478 3.3958  -0.216
3 C 1.4173 -0.7518 4.8850  -0.619
4 C 1.7178 0.0036 2.4442  -0.419
5 C 3.2275 -0.2133 2.2646  -0.092
6 O 3.6861 0.6600 1.1706  -0.710
7 S 5.1748 0.4356 0.6690  1.757
8 O 5.9606 -0.0899 1.7594  -0.896
9 O 4.7952 -0.9705 -0.3159  -0.439
10 O 5.8574 -1.9412 -0.1444  -0.229
11 C 5.2963 -3.0496 0.2851  0.521
12 N 4.8708 -4.0350 0.6478  -0.362
13 H 1.4905 -2.5878 1.9111  0.208
14 H 2.4674 -2.7189 3.3757  0.202
15 H 0.7451 -3.2255 3.4280  0.218
16 H -0.0157 -0.9423 3.2625  0.216
17 H 1.6649 -1.6739 5.4254  0.212
18 H 2.2744 -0.0709 4.9843  0.200
19 H 0.5595 -0.2953 5.4021  0.216
20 H 1.2161 0.0026 1.4658  0.222
21 H 1.5822 0.9956 2.9098  0.211
22 H 3.7744 0.0740 3.1733  0.206
23 H 3.4699 -1.2440 1.9900  0.201
24 C -2.7189 -3.5090 2.4088  -0.249
25 O -2.2646 -2.7076 1.3408  -0.551
26 C -2.0585 -3.3777 0.1110  -0.087
27 C -2.7953 -2.7323 -1.0444  -0.081
28 O -4.2086 -2.7404 -0.9807  -0.540
29 C -4.8719 -1.9746 0.0064  -0.079
30 C -4.7490 -0.4682 -0.1069  -0.087
31 O -3.4292 0.0021 0.0780  -0.554
32 C -2.8958 0.7999 -0.9576  -0.256
33 H -1.8745 -3.8756 3.0025  0.169
34 H -3.3489 -2.8928 3.0523  0.186
35 H -3.3099 -4.3623 2.0647  0.172
36 H -2.3307 -4.4353 0.1890  0.171
37 H -0.9892 -3.3286 -0.1313  0.177
38 H -2.5600 -3.3294 -1.9300  0.186
39 H -2.4103 -1.7277 -1.2308  0.179
40 H -4.6153 -2.3056 1.0148  0.174
41 H -5.9309 -2.2068 -0.1389  0.185
42 H -5.3763 -0.0406 0.6859  0.175
43 H -5.1575 -0.1330 -1.0666  0.170
44 H -3.3460 0.5669 -1.9267  0.169
45 H -1.8228 0.6117 -1.0222  0.201
46 H -3.0461 1.8614 -0.7393  0.168
47 C -1.8412 4.5322 -3.7381  -0.248
48 O -1.0650 3.3530 -3.7868  -0.552
49 C 0.1168 3.4459 -4.5585  -0.086
50 C 1.3771 3.0783 -3.8022  -0.084
51 O 1.7033 3.9100 -2.7063  -0.542
52 C 0.9501 3.8148 -1.5123  -0.085
53 C 1.1967 2.5684 -0.6831  -0.089
54 O 0.8120 1.3611 -1.3165  -0.558
55 C 1.8459 0.4148 -1.4980  -0.243
56 H -2.5987 4.5365 -4.5284  0.173
57 H -2.3471 4.5670 -2.7736  0.186
58 H -1.2228 5.4291 -3.8325  0.171
59 H 0.2251 4.4552 -4.9688  0.170
60 H 0.0372 2.7515 -5.4045  0.178
61 H 2.1962 3.2243 -4.5123  0.187
62 H 1.3845 2.0231 -3.5220  0.180
63 H -0.1152 3.9843 -1.6838  0.182
64 H 1.3069 4.6475 -0.8992  0.186
65 H 0.6134 2.6699 0.2410  0.180
66 H 2.2536 2.5339 -0.3999  0.174
67 H 2.8245 0.8959 -1.5717  0.167
68 H 1.6567 -0.1179 -2.4319  0.187
69 H 1.8603 -0.3145 -0.6844  0.170

Atoms 1-6, force components in eV/Å:
C 0.4 0.8 -0.1
C 0.1 -0.1 0.0
C -0.3 -0.1 -0.1
C 0.2 0.0 0.4
C -0.5 0.0 0.2
O 0.2 -0.2 0.0

The LUMO energy comes out at -0.0902 eV. Its charge is 0. Its orbital gap is 8.9 eV.


6.
Below is 2 unconnected molecules or ions with the total composition C5H12FN in a non-equilibrium geometry, with properties calculated with ωB97M-V/def2-TZVPD.

Last column: natural (NBO) charge in e.
Geometry (Å):
1 C 0.7661 -0.9910 -1.1436  -0.605
2 C -0.6193 -2.4476 0.5719  -0.615
3 C 0.9090 2.0847 1.1072  -0.722
4 C -0.6286 -1.4688 -0.6310  -0.406
5 C -0.3046 2.4225 0.3294  0.648
6 N -0.5744 1.7782 -0.6944  -0.692
7 F -1.1154 3.3468 0.8381  -0.330
8 H 1.3398 -1.7918 -1.6689  0.195
9 H 0.5998 -0.2593 -1.8847  0.222
10 H 1.3978 -0.3896 -0.4426  0.190
11 H 0.1807 -3.0833 0.3479  0.202
12 H -0.5632 -1.9719 1.5364  0.202
13 H -1.6076 -2.9952 0.7775  0.204
14 H 1.6684 2.9118 0.9477  0.240
15 H 1.3610 1.1096 0.6827  0.255
16 H 0.8370 2.1449 2.3047  0.243
17 H -1.1713 -1.9836 -1.4670  0.197
18 H -1.3891 2.0917 -1.1661  0.358
19 H -1.0860 -0.5082 -0.3452  0.213

Atoms 1-6, force components in eV/Å:
C 0.3 -1.0 0.3
C -2.5 0.7 -0.2
C 2.2 0.5 2.1
C 0.1 0.4 0.3
C 0.2 -1.3 0.5
N 0.6 -0.2 -0.6

The LUMO energy comes out at 0.9486 eV. Its charge is 0. Its energy above the lowest of the compared OMol25 structures with the same formula, charge and spin is 0.0 kJ/mol. Its orbital gap is 11.8 eV.